(1)
{
  "formula": "C5H5NO2",
  "method": "ωB97M-V/def2-TZVPD",
  "total_energy_ev": -10841.611,
  "homo_energy_ev": -9.870,
  "species": ["C", "C", "C", "C", "C", "H", "H", "H", "H", "H", "N", "O", "O"],
  "coordinates": [[0.1722, 1.1793, -0.9216], [0.1365, 0.7187, 0.6497], [-1.0309, -0.2237, 1.0120], [1.2548, -0.2443, 0.4117], [2.2133, -0.9350, 0.4351], [-0.5297, -1.7118, -2.1098], [0.3953, 2.2188, -0.9999], [0.5294, 1.3991, 1.5039], [-0.8072, -1.3748, 0.5730], [2.8973, -1.8047, 0.1637], [0.1295, 0.2189, -1.9262], [-0.5360, -0.8471, -1.2215], [-1.9474, 0.4435, 1.8255]],
  "atomic_forces_ev_per_a": [[-0.314, -3.529, -1.223], [1.601, -1.882, -2.066], [-4.003, 3.931, 4.965], [-0.896, 1.808, 1.961], [2.919, -3.761, -1.121], [-0.079, 3.911, 4.303], [0.553, 0.349, -1.059], [-1.472, -0.558, -1.866], [-1.555, 2.950, 2.086], [-1.109, 2.023, 0.814], [-1.624, 4.549, 5.182], [0.867, -4.352, -6.689], [5.113, -5.438, -5.287]],
  "mulliken_charge": [-0.177, 0.252, 0.114, -0.669, 0.061, 0.379, 0.407, 0.299, 0.261, 0.336, -0.329, -0.405, -0.529]
}


(2)
{
  "formula": "C3H8N2O2",
  "method": "ωB97M-V/def2-TZVPD",
  "smiles": "N[C@H](O)[C@@H]1O[C@@H]1N",
  "total_energy_ev": -10313.974,
  "homo_energy_ev": -9.373,
  "species": ["C", "C", "C", "N", "N", "O", "O", "H", "H", "H", "H", "H", "H", "H", "H"],
  "coordinates": [[-0.3716, -1.0812, -0.3002], [-1.4822, -0.2383, 0.3362], [0.9410, -0.2555, 0.1258], [-1.4817, 1.0926, 0.7935], [1.0474, 0.8951, -0.7168], [-1.3787, -0.4780, -1.0536], [1.9659, -1.2157, -0.0739], [2.7695, -0.9348, 0.3757], [-0.3622, -2.1345, -0.0171], [-2.2432, -0.8338, 0.8341], [0.9760, 0.0730, 1.1783], [-0.7118, 1.6117, 0.3655], [-2.3511, 1.5569, 0.5505], [0.6935, 0.6792, -1.6476], [1.9891, 1.2632, -0.7504]],
  "atomic_forces_ev_per_a": [[0.633, 3.285, 4.367], [-1.112, -1.454, -0.245], [-0.200, -1.431, -1.837], [0.947, 0.287, -0.007], [-0.335, 0.238, -0.265], [0.034, -0.429, -1.245], [0.601, -0.254, 0.102], [0.002, -0.004, 0.024], [-0.003, 0.112, -0.729], [-0.211, 0.065, -0.261], [-0.458, -0.306, -0.234], [-0.212, -0.072, 0.119], [0.040, -0.201, 0.095], [0.340, 0.172, 0.178], [-0.065, -0.007, -0.062]],
  "mulliken_charge": [-0.114, -0.124, -0.216, -0.587, -0.494, -0.429, -0.528, 0.330, 0.383, 0.414, 0.326, 0.338, 0.258, 0.217, 0.225]
}


(3)
{
  "formula": "Br2H3N2P",
  "method": "ωB97M-V/def2-TZVPD",
  "smiles": "[H]/N=N/[H].BrPBr",
  "total_energy_ev": -152401.383,
  "homo_energy_ev": -9.513,
  "species": ["N", "N", "P", "Br", "Br", "H", "H", "H"],
  "coordinates": [[-2.0539, 1.1032, -0.1808], [-1.0146, 1.2480, -0.8334], [1.6864, -1.2033, -0.1792], [2.1582, -2.8140, 1.1334], [1.9384, 0.7772, 0.8323], [-2.0871, 1.7760, 0.6744], [0.3881, -1.3649, 0.0542], [-1.0155, 0.4779, -1.5010]],
  "atomic_forces_ev_per_a": [[0.015, 0.330, 1.372], [-0.320, 0.312, 1.128], [1.702, 1.229, -1.741], [0.584, -0.983, 1.212], [-0.004, -0.429, 0.236], [0.338, -0.587, -1.845], [-2.191, 0.169, 0.366], [-0.123, -0.041, -0.729]],
  "mulliken_charge": [-0.284, -0.181, 0.154, -0.125, -0.131, 0.237, 0.084, 0.245]
}


(4)
{
  "formula": "C5H13N2O",
  "method": "ωB97M-V/def2-TZVPD",
  "multiplicity": 2,
  "total_energy_ev": -10420.769,
  "homo_energy_ev": [-3.311, -10.282],
  "species": ["O", "C", "N", "C", "C", "N", "C", "C", "H", "H", "H", "H", "H", "H", "H", "H", "H", "H", "H", "H", "H"],
  "coordinates": [[1.5008, -0.5066, 1.8826], [1.1221, -0.6560, 0.7268], [1.9562, -1.1128, -0.2363], [1.6332, -1.2264, -1.6463], [-0.3041, -0.2606, 0.3183], [-1.1429, -0.5533, 1.5368], [-1.6951, 1.8145, -0.3139], [-0.3223, 1.2193, -0.0101], [2.9164, -1.1875, 0.0610], [2.5788, -1.2440, -2.1906], [1.0796, -2.1419, -1.8741], [1.0307, -0.4076, -2.0169], [-0.6199, -0.9501, -0.4458], [-1.4987, -1.5578, 1.5727], [-1.9792, 0.0402, 1.5653], [-0.5395, -0.3765, 2.3570], [-2.4497, 1.0835, -0.6091], [-2.0871, 2.3713, 0.5313], [-1.6247, 2.5035, -1.1418], [0.1433, 1.7452, 0.8232], [0.3021, 1.4037, -0.8903]],
  "atomic_forces_ev_per_a": [[-0.245, 0.089, -0.208], [0.409, -0.104, 0.322], [-0.458, 0.488, -0.011], [0.286, -0.446, -0.094], [0.709, -0.581, 0.903], [0.575, 0.338, -0.362], [-0.341, -0.035, 0.036], [-0.130, 0.136, -0.388], [-0.062, -0.143, -0.031], [-0.216, 0.002, -0.088], [0.134, -0.071, 0.098], [0.023, 0.353, 0.021], [-0.493, 0.140, -0.541], [-0.005, -0.405, -0.072], [-0.408, 0.248, 0.180], [-0.133, -0.010, 0.136], [0.140, -0.146, 0.098], [-0.137, -0.012, 0.161], [0.074, 0.346, -0.252], [0.077, 0.046, -0.041], [0.200, -0.234, 0.133]],
  "mulliken_charge": [-0.438, 0.028, 0.014, -0.852, -1.670, -0.587, -1.379, -0.208, 0.307, 0.343, 0.302, 0.273, -0.210, 1.170, 0.654, 0.568, 0.343, 0.390, 0.469, 0.269, 0.212]
}


What relative energy (zero: lowest compared OMol25 entry of this formula, charge and spin) values result from the calculations? In sequence: 936.3, 287.4, 133.8, 146.3 kJ/mol.